{"formula": "C21H29NO5P2Ru", "method": "the ωB97M-V functional and the def2-TZVPD basis", "symbols": ["Ru", "C", "P", "C", "C", "C", "C", "C", "C", "C", "P", "C", "C", "H", "H", "H", "H", "H", "H", "H", "H", "H", "H", "H", "H", "H", "H", "H", "H", "O", "C", "C", "C", "C", "C", "C", "C", "O", "N", "O", "O", "H", "H", "H", "H", "C", "C", "C", "C", "O", "H", "H", "H", "H", "H", "H", "H", "H", "H"], "positions_angstrom": [[0.1580, -0.0402, 0.0324], [-2.5732, 1.0424, -1.7606], [-2.0935, 0.5227, -0.1038], [-2.5361, 1.8673, 1.0114], [-3.0994, -0.9111, 0.3202], [-4.4701, -0.8254, 0.5423], [-5.1886, -1.9743, 0.8376], [-4.5503, -3.2060, 0.9080], [-3.1867, -3.3015, 0.6770], [-2.4638, -2.1482, 0.3843], [-0.7121, -2.2045, 0.0055], [0.1341, -3.2434, 1.2051], [-0.4920, -2.9520, -1.6189], [-3.6174, 1.3571, -1.7684], [-2.4463, 0.2168, -2.4607], [-1.9370, 1.8705, -2.0691], [-3.5951, 2.1058, 0.9051], [-1.9534, 2.7534, 0.7556], [-2.3283, 1.5742, 2.0380], [-4.9838, 0.1265, 0.4917], [-6.2532, -1.9092, 1.0159], [-5.1180, -4.0959, 1.1433], [-2.7018, -4.2684, 0.7315], [-0.1757, -4.2817, 1.0746], [-0.1146, -2.9069, 2.2101], [1.2100, -3.1713, 1.0469], [-0.9638, -3.9364, -1.6239], [0.5712, -3.0622, -1.8324], [-0.9581, -2.3341, -2.3861], [1.9883, -0.9383, -0.4428], [2.8906, -0.4046, -1.1353], [2.7806, 0.7847, -1.8905], [3.9353, 1.1904, -2.6002], [3.8898, 2.3105, -3.3722], [2.7215, 3.0686, -3.4897], [1.5881, 2.6909, -2.8086], [1.5857, 1.5502, -1.9946], [0.4435, 1.2755, -1.3708], [5.1027, 2.7289, -4.1070], [5.0024, 3.7131, -4.7999], [6.0909, 2.0481, -3.9559], [3.8511, -0.9274, -1.1655], [4.8535, 0.6204, -2.5384], [2.7290, 3.9466, -4.1216], [0.6768, 3.2665, -2.8877], [1.7670, 1.6135, 1.9173], [0.9300, 0.6048, 2.6995], [1.7608, -0.5626, 3.1981], [0.1560, 1.2798, 3.8178], [-0.1131, 0.0277, 1.8192], [2.4546, 2.1126, 2.6000], [1.1321, 2.3824, 1.4683], [2.3832, 1.1440, 1.1491], [2.5430, -0.1915, 3.8591], [2.2336, -1.0885, 2.3662], [1.1437, -1.2593, 3.7658], [0.8504, 1.6229, 4.5848], [-0.5418, 0.5798, 4.2761], [-0.3905, 2.1464, 3.4468]], "de_lowest_kj_mol": 0.0, "charge": 2, "spin_multiplicity": 1, "total_energy_ha": -2025.55961, "e_homo_ev": [-15.1554, -15.1521], "orbital_gap_ha": [0.250, 0.251]}